w.
# CH4N2O2S

A cluster of 2 separate species, CH4N2O2S in total (ωB97M-V with the def2-TZVPD basis set, the OMol25 dataset).

Each line ends with the natural charge from an NBO analysis.
Element x y z (Å)
C  1.197  -1.277  -0.941  0.35
N  2.261  -0.833  -0.399  -0.75
N  0.059  -1.447  -0.436  -0.69
O  -1.326  2.227  0.943  -0.95
O  -2.111  -0.219  -0.157  -0.95
S  -1.428  -1.487  0.124  1.25
H  -2.082  2.839  0.788  0.45
H  3.064  -0.866  -0.916  0.40
H  2.230  -0.509  0.554  0.39
H  -1.863  1.571  0.440  0.49

HOMO energy (spin up / spin down), eV: -8.222 / -8.218
Kohn-Sham gap (spin up / spin down), eV: 7.67 / 7.66

x.
# CH4N2O2S

A cluster of 2 separate species, CH4N2O2S in total (ωB97M-V with the def2-TZVPD basis set, the OMol25 dataset).

Each line ends with the natural charge from an NBO analysis.
Element x y z (Å)
C  -0.704  -0.963  -0.355  0.39
N  -2.197  0.669  0.403  0.38
N  0.183  -0.605  0.424  -0.70
O  -3.289  1.061  0.340  -0.20
O  -2.070  -0.573  -0.424  -0.44
S  3.138  1.215  -0.229  -0.28
H  -0.547  -1.802  -1.161  0.18
H  0.043  0.251  1.089  0.39
H  2.224  0.401  -0.763  0.16
H  3.219  0.346  0.678  0.13

HOMO energy, eV: -9.611
Kohn-Sham gap, eV: 8.86

y.
# CH4N2O2S

A cluster of 2 separate species, CH4N2O2S in total (ωB97M-V with the def2-TZVPD basis set, the OMol25 dataset).

Each line ends with the natural charge from an NBO analysis.
Element x y z (Å)
C  -0.137  -0.505  -0.717  0.16
N  -0.129  -1.047  0.511  -0.83
N  -0.512  0.806  -0.776  -0.85
O  -3.472  1.256  -0.121  -0.83
O  -4.065  -0.875  0.905  -0.81
S  -4.171  -0.041  -0.265  1.64
H  -0.626  -0.871  1.377  0.36
H  0.127  -2.084  0.610  0.38
H  -1.232  1.339  -0.216  0.38
H  -0.395  1.256  -1.709  0.39

HOMO energy, eV: -8.089
Kohn-Sham gap, eV: 6.34

z.
# CH4N2O2S

An isolated molecule of CH4N2O2S (ωB97M-V with the def2-TZVPD basis set, the OMol25 dataset).

Each line ends with the natural charge from an NBO analysis.
Element x y z (Å)
C  -1.835  0.167  -0.697  0.03
N  -0.659  -0.240  -0.532  -0.70
N  1.623  -0.732  0.794  -1.05
O  0.361  1.314  1.229  -0.92
O  1.321  1.061  -1.092  -0.91
S  0.678  0.488  0.152  2.37
H  -2.672  -0.396  -1.204  0.19
H  -2.098  1.118  -0.171  0.16
H  1.149  -1.412  1.381  0.40
H  2.131  -1.368  0.140  0.41

HOMO energy, eV: -10.338
Kohn-Sham gap, eV: 10.64

Energies, relative to the best one, in kJ/mol: w 77.6; x 186.8; y 13.4; z 0.0.